96
Properties=species:S:1:pos:R:3:forces:R:3 method="wB97M-V/def2-TZVPD" largest_force_ev_per_a=2.03 e_homo_ev=-9.72 lumo_ev=-0.231 multiplicity=1 de_lowest_ev=0.5507 smiles="O=C1CCCO1.O=C1CCCO1.O=C1CCCO1.O=C1CCCO1.O=C1CCCO1.O=C1CCCO1.O=C1CCCO1.O=C1CCCO1"
O 3.5780 -3.7013 -0.3424 -0.06 -0.27 0.11
C 3.9076 -2.5944 -0.0536 0.15 0.27 -0.32
C 3.9934 -1.9492 1.3047 -0.04 0.62 0.56
C 4.1262 -0.4521 1.0165 -0.14 0.36 -0.37
C 4.5695 -0.3976 -0.4602 0.51 -0.88 0.62
O 4.2647 -1.6944 -1.0084 -0.44 0.23 -0.18
H 3.0878 -2.1487 1.8750 -0.02 -0.22 -0.06
H 4.8286 -2.3361 1.8888 0.08 -0.22 -0.24
H 3.1615 0.0290 1.1918 0.13 0.04 -0.21
H 4.8552 0.0859 1.6216 0.00 -0.20 0.15
H 4.1048 0.3802 -1.0574 -0.15 -0.05 -0.07
H 5.6569 -0.3259 -0.5212 -0.02 0.37 -0.07
O -3.8628 -5.1432 -1.0172 -0.16 0.01 -0.07
C -2.9981 -4.6293 -1.6616 0.22 0.30 0.34
C -1.5061 -4.7281 -1.4440 0.21 0.39 -0.02
C -0.8799 -4.1727 -2.7277 0.22 0.30 0.44
C -2.0424 -3.3975 -3.3574 -0.20 -0.16 -0.73
O -3.2447 -3.7587 -2.6664 -0.12 -0.20 -0.02
H -1.2685 -4.0262 -0.6398 -0.20 -0.15 0.18
H -1.2302 -5.7203 -1.1029 0.12 -0.06 -0.23
H -0.0957 -3.4505 -2.5031 0.16 -0.22 0.09
H -0.4231 -4.9300 -3.3600 -0.34 -0.08 -0.16
H -1.9260 -2.3152 -3.3056 0.01 0.00 0.23
H -2.1964 -3.6534 -4.4069 0.04 0.00 0.03
O 3.3029 4.9625 -5.6533 0.06 0.23 0.02
C 3.5230 4.1965 -4.7703 0.14 -0.54 -0.40
C 4.4811 2.9898 -4.7878 -0.40 0.66 0.63
C 3.9443 2.2065 -3.6062 0.70 -1.90 -0.19
C 3.2966 3.2146 -2.6916 -0.18 -0.30 -0.38
O 2.8508 4.2454 -3.5871 -0.08 0.02 0.46
H 4.4077 2.4718 -5.7368 0.03 0.05 -0.08
H 5.5024 3.3438 -4.6421 0.00 0.05 -0.05
H 3.2392 1.4576 -3.9844 -0.52 0.50 0.03
H 4.6378 1.5176 -3.1087 0.40 0.62 0.08
H 2.4657 2.7178 -2.1893 -0.29 0.54 0.01
H 3.9512 3.6440 -1.9331 0.18 0.05 -0.12
O 4.2079 6.1986 3.8641 0.02 -0.10 0.02
C 3.6853 5.5167 3.0350 -0.28 0.24 -0.02
C 2.6375 4.4354 3.2366 0.06 0.25 0.36
C 2.5325 3.7432 1.8878 0.35 -0.80 0.07
C 3.3875 4.5906 0.9429 0.31 0.27 -0.08
O 3.9069 5.6893 1.7113 0.07 -0.14 -0.10
H 2.9585 3.7680 4.0360 0.05 0.00 -0.03
H 1.7553 4.9431 3.6305 -0.15 -0.05 -0.31
H 2.9926 2.7622 2.0210 -0.07 -0.05 -0.27
H 1.5453 3.5386 1.4828 -0.19 0.31 0.23
H 4.2620 4.0568 0.5640 -0.11 -0.13 -0.02
H 2.8455 4.9817 0.0835 -0.08 0.17 0.12
O -5.6987 1.2958 -4.6311 0.08 0.05 -0.01
C -5.6911 0.4922 -3.7432 -0.36 0.13 -0.18
C -6.4450 -0.8140 -3.6837 0.13 -0.67 0.63
C -6.1037 -1.3927 -2.2977 -0.68 -0.69 -0.24
C -5.0537 -0.4610 -1.7201 0.04 0.56 0.05
O -4.9705 0.6761 -2.6180 0.16 -0.24 0.02
H -7.5227 -0.7110 -3.7804 0.04 0.47 -0.20
H -6.1325 -1.4675 -4.4979 0.16 0.13 -0.05
H -6.9964 -1.4278 -1.6745 0.03 0.31 0.03
H -5.8187 -2.4434 -2.3633 0.46 0.15 0.02
H -5.3428 -0.0452 -0.7563 0.02 -0.12 0.05
H -4.0515 -0.8738 -1.6139 -0.03 -0.15 -0.14
O -7.7120 -3.4158 0.0357 0.07 0.12 -0.28
C -6.9897 -2.7543 0.7225 -0.43 -0.61 0.36
C -5.8133 -3.2520 1.5638 -0.85 0.61 -0.62
C -5.1053 -1.9468 1.8803 0.33 0.12 0.32
C -6.2376 -0.9221 1.8927 -0.39 -0.50 -0.47
O -7.2510 -1.4529 0.9840 0.70 0.28 0.10
H -6.3579 -3.7173 2.3906 0.49 -0.08 0.28
H -5.2618 -3.9899 0.9909 0.13 -0.08 0.15
H -4.5628 -1.8962 2.8255 -0.01 -0.23 -0.03
H -4.3869 -1.7193 1.0918 -0.06 0.08 -0.01
H -6.7120 -0.8523 2.8712 0.07 0.18 0.05
H -5.9421 0.0527 1.5170 -0.03 0.10 0.14
O 1.7110 0.6600 2.8981 -0.09 -0.44 -0.19
C 2.1929 0.3574 3.9567 0.02 1.04 0.22
C 3.6490 0.5028 4.3693 -0.04 -0.11 0.13
C 3.5772 0.5528 5.8821 0.14 -0.11 1.16
C 2.2574 -0.1496 6.2070 -0.06 -0.28 -0.77
O 1.4489 -0.0147 5.0056 0.03 -0.04 0.05
H 4.1907 -0.3710 4.0000 0.06 0.02 0.06
H 4.0916 1.3948 3.9343 -0.06 -0.03 -0.19
H 4.3987 0.0708 6.4154 0.03 -0.19 -0.32
H 3.5699 1.5547 6.3168 -0.15 0.18 -0.52
H 2.3888 -1.2218 6.3536 -0.02 0.04 0.27
H 1.6884 0.2987 7.0132 0.04 -0.07 0.12
O -2.7482 0.1293 0.5843 -0.05 0.08 0.29
C -1.6556 0.1238 0.1055 0.10 0.10 -0.47
C -0.6306 1.2427 0.0429 -0.01 -0.14 0.11
C 0.5428 0.6738 -0.7648 0.00 -0.32 0.44
C 0.1913 -0.8164 -0.9078 -0.37 -0.13 0.49
O -1.2191 -0.9235 -0.6351 0.06 -0.34 -0.19
H -1.1704 2.0633 -0.4296 0.25 0.12 -0.09
H -0.3065 1.5745 1.0276 -0.26 -0.13 0.14
H 0.6730 1.2140 -1.6983 0.12 -0.22 -0.13
H 1.4493 0.6774 -0.1583 0.14 0.53 -0.27
H 0.4148 -1.3112 -1.8490 -0.15 0.30 -0.21
H 0.6744 -1.4061 -0.1228 0.20 0.10 -0.07

90
Properties=species:S:1:pos:R:3:forces:R:3 method="wB97M-V/def2-TZVPD" largest_force_ev_per_a=1.58 e_homo_ev=-4.53 lumo_ev=2.558 multiplicity=1 charge=-1
C -1.4740 1.5327 -3.8383 0.11 0.33 -0.18
C 0.0472 1.4886 -4.0689 -0.34 -0.12 0.39
C 0.5821 0.0771 -4.3461 -0.56 0.34 -0.44
N -0.0367 -0.9523 -3.5057 0.68 0.41 -0.05
C 0.7278 -1.3381 -2.3055 0.12 -1.13 0.84
C 1.4496 -0.1688 -1.6593 0.18 -0.02 -0.12
O 2.0713 -0.6511 -0.4451 0.15 0.82 -0.18
C 2.9419 0.1821 0.1323 1.02 -0.61 1.05
C 2.9413 1.6603 -0.1945 -0.53 -0.56 -0.49
O 3.7118 -0.2500 0.9789 -0.77 0.25 -0.63
N -0.1273 -1.9502 -1.2927 -0.66 1.21 -0.23
C -1.3656 -1.2061 -1.0428 -0.20 -1.22 0.24
C -2.1055 -1.8636 0.1501 -0.55 1.02 -0.66
C -2.2342 -0.9763 1.3919 -0.22 -0.83 0.57
C -1.1823 -1.2288 2.4819 0.10 0.14 -0.57
C 0.0894 -0.3823 2.3991 -0.04 -0.11 0.80
C 0.0107 0.9808 3.1185 0.51 0.25 -0.60
C 0.1789 2.2248 2.2240 -0.69 0.23 0.59
C -0.6366 2.2101 0.9408 1.01 0.22 -0.05
C -0.4678 3.4646 0.0839 -1.18 -0.11 0.21
C -1.2271 4.6876 0.6841 1.02 -0.65 -0.90
C -2.0053 5.4327 -0.3962 0.05 0.14 0.37
O -3.3704 5.0502 -0.4486 0.06 0.21 -0.21
C -3.6613 4.1314 -1.4714 -0.25 -0.41 -0.02
C 1.8332 -2.4009 -2.6659 1.16 0.34 -1.00
O 2.6725 -2.0085 -3.5344 -0.61 0.27 0.41
O 1.7940 -3.4937 -2.1094 -0.44 -0.67 0.27
H -1.9452 2.2335 -4.5261 -0.12 0.05 -0.08
H -1.7049 1.8793 -2.8347 -0.10 -0.05 0.20
H -1.9354 0.5595 -3.9578 0.01 -0.18 -0.02
H 0.5264 1.9273 -3.1955 0.24 0.03 0.06
H 0.2958 2.1319 -4.9088 0.22 0.06 -0.15
H 0.2800 -0.1424 -5.3708 0.00 -0.15 -0.14
H 1.6696 0.0542 -4.3481 0.13 -0.13 0.10
H -0.0712 -1.7823 -4.0831 -0.07 -0.16 0.11
H 2.2583 0.1451 -2.3074 -0.02 0.06 -0.35
H 0.8025 0.6859 -1.4555 -0.18 -0.05 0.21
H 1.9531 2.0444 0.0441 0.00 0.21 0.12
H 3.0706 1.8287 -1.2594 0.18 0.06 -0.12
H 3.7155 2.1493 0.3740 0.10 0.09 0.18
H -0.4208 -2.8584 -1.6226 0.55 -0.32 0.08
H -2.0306 -1.2663 -1.9076 -0.04 0.24 -0.19
H -1.2002 -0.1467 -0.8618 0.25 0.08 0.09
H -3.1222 -2.0488 -0.2027 -0.16 -0.11 0.03
H -1.6950 -2.8438 0.3682 0.32 -0.05 0.16
H -2.2995 0.0676 1.1053 0.13 0.22 -0.06
H -3.2005 -1.2055 1.8453 -0.16 0.01 0.04
H -0.8875 -2.2744 2.4138 -0.02 -0.18 -0.04
H -1.6535 -1.1228 3.4576 0.09 0.20 0.24
H 0.4342 -0.2865 1.3756 -0.09 -0.03 -0.23
H 0.8692 -0.9549 2.8957 0.20 -0.07 -0.01
H 0.8352 1.0268 3.8261 0.00 0.00 0.29
H -0.9000 1.0914 3.7046 -0.25 -0.18 -0.05
H -0.1809 3.0723 2.8151 0.14 0.19 0.08
H 1.2314 2.4341 2.0490 0.18 -0.16 -0.26
H -0.3237 1.3526 0.3478 -0.26 -0.19 -0.04
H -1.6889 2.1180 1.2035 -0.17 -0.21 -0.13
H -0.9509 3.2415 -0.8671 0.10 -0.05 -0.26
H 0.5721 3.6835 -0.1467 0.15 0.09 0.14
H -1.8970 4.2999 1.4410 -0.26 0.30 0.28
H -0.4794 5.3383 1.1260 -0.14 0.28 0.35
H -1.5324 5.2439 -1.3601 0.05 0.07 -0.20
H -1.9694 6.5086 -0.2308 -0.17 0.13 0.12
H -3.2162 4.4039 -2.4305 0.13 0.13 -0.03
H -4.7384 4.1002 -1.6028 -0.18 0.10 0.05
H -3.3456 3.1142 -1.2257 0.16 -0.07 0.06
F -2.0094 -4.4146 -2.0350 0.00 0.02 -0.07
C -3.0690 -5.1936 -1.7845 -0.15 -0.11 0.06
C -4.2180 -5.0290 -2.5328 -0.05 0.13 -0.16
C -5.3117 -5.8410 -2.2711 0.08 -0.06 0.10
C -5.2472 -6.7954 -1.2650 -0.07 -0.05 0.01
C -4.0837 -6.9417 -0.5214 -0.06 0.07 -0.11
C -2.9826 -6.1401 -0.7829 0.15 -0.07 0.16
H -4.2491 -4.2738 -3.3070 0.05 0.00 0.01
H -6.2164 -5.7279 -2.8537 0.00 0.03 -0.01
H -6.1038 -7.4247 -1.0609 0.00 0.00 0.00
H -4.0328 -7.6823 0.2656 0.02 -0.01 0.00
H -2.0636 -6.2420 -0.2212 0.02 0.05 -0.03
F 4.3001 2.3709 3.8946 -0.01 0.04 0.00
C 5.2228 1.4949 4.3450 0.20 -0.21 0.10
C 5.8286 1.7338 5.5629 -0.07 0.20 0.12
C 6.7746 0.8327 6.0297 0.00 -0.07 -0.10
C 7.1054 -0.2825 5.2727 0.05 -0.06 0.02
C 6.4857 -0.5000 4.0483 0.04 0.10 0.17
C 5.5319 0.3901 3.5773 -0.11 -0.01 -0.28
H 5.5604 2.6137 6.1334 -0.03 -0.01 -0.02
H 7.2534 1.0020 6.9853 0.00 0.03 0.00
H 7.8461 -0.9825 5.6375 0.00 0.00 0.00
H 6.7442 -1.3670 3.4555 -0.04 -0.01 -0.03
H 5.0319 0.2317 2.6286 -0.05 0.01 0.02